Entry 1:
The following is a DFT calculation (the ωB97M-V functional and the def2-TZVPD basis) of a 17-piece molecular cluster, C26H23Cl64OS overall at a distorted geometry.

- Total charge: +1
- LUMO level: -2.95 eV
- Frontier orbital gap: 8.83 eV

Structure (XYZ):
```
115
C26H23Cl64OS | the Open Molecules 2025 dataset | the ωB97M-V functional and the def2-TZVPD basis
C 2.52 -3.45 3.71
O 2.69 -2.32 2.89
C 2.31 -1.11 3.55
C 1.28 -0.31 2.74
C 0.20 -1.20 2.10
C -1.21 -0.65 2.33
C -1.74 -0.96 3.75
C -2.99 -1.88 3.77
C -2.66 -3.35 4.09
C -1.81 -4.05 3.02
C -2.25 -3.69 1.60
S -2.32 -5.21 0.56
H 3.12 -4.26 3.28
H 2.89 -3.29 4.72
H 1.48 -3.80 3.72
H 3.19 -0.47 3.69
H 1.92 -1.34 4.54
H 1.77 0.25 1.95
H 0.81 0.40 3.43
H 0.24 -2.23 2.48
H 0.41 -1.28 1.03
H -1.22 0.43 2.18
H -1.88 -1.05 1.57
H -0.96 -1.40 4.38
H -2.06 -0.02 4.19
H -3.59 -1.78 2.87
H -3.63 -1.52 4.58
H -2.11 -3.39 5.03
H -3.58 -3.90 4.26
H -0.74 -3.89 3.17
H -1.95 -5.13 3.16
H -3.25 -3.26 1.56
H -1.52 -3.06 1.11
H -2.28 -4.83 -0.73
H -1.11 -5.78 0.74
C -4.12 -2.18 -1.25
Cl -5.05 -3.51 -0.52
Cl -2.41 -2.69 -1.41
Cl -4.77 -1.81 -2.83
Cl -4.22 -0.77 -0.21
C -1.13 1.93 -1.52
Cl -2.24 2.34 -2.82
Cl -0.85 0.18 -1.53
Cl 0.42 2.76 -1.75
Cl -1.82 2.42 0.04
C -4.82 2.19 3.09
Cl -5.94 2.50 1.77
Cl -4.44 0.46 3.16
Cl -3.33 3.10 2.81
Cl -5.55 2.68 4.62
C -0.02 6.54 -3.83
Cl -0.98 5.27 -3.07
Cl 1.65 5.97 -4.01
Cl -0.68 6.90 -5.43
Cl -0.05 7.99 -2.83
C 5.14 1.41 -0.34
Cl 5.40 0.00 0.68
Cl 6.07 2.78 0.27
Cl 5.64 1.05 -1.99
Cl 3.41 1.82 -0.33
C 3.45 2.52 -5.85
Cl 2.26 2.82 -4.58
Cl 4.41 1.09 -5.44
Cl 2.61 2.25 -7.37
Cl 4.52 3.93 -6.00
C -0.60 3.84 -9.66
Cl 0.92 3.31 -10.40
Cl -1.75 2.51 -9.71
Cl -0.31 4.32 -7.98
Cl -1.23 5.22 -10.56
C 3.46 9.55 -3.95
Cl 4.22 8.08 -3.32
Cl 4.66 10.51 -4.81
Cl 2.15 9.11 -5.06
Cl 2.81 10.49 -2.60
C -2.01 -0.52 -6.46
Cl -2.19 -1.94 -7.49
Cl -0.43 0.23 -6.71
Cl -3.28 0.64 -6.85
Cl -2.16 -1.01 -4.76
C -1.51 -9.07 3.77
Cl -3.07 -9.26 4.55
Cl -1.09 -10.55 2.91
Cl -1.61 -7.72 2.59
Cl -0.27 -8.69 4.96
C -6.73 -3.02 4.72
Cl -6.79 -1.37 5.35
Cl -8.36 -3.59 4.39
Cl -5.79 -3.04 3.21
Cl -5.95 -4.07 5.91
C 1.61 10.06 1.27
Cl 1.53 11.69 0.59
Cl 1.01 10.09 2.93
Cl 0.61 8.97 0.30
Cl 3.28 9.49 1.26
C 2.19 -2.84 -7.61
Cl 1.02 -2.65 -6.30
Cl 3.31 -4.15 -7.23
Cl 1.33 -3.22 -9.11
Cl 3.09 -1.33 -7.81
C -1.96 -0.87 7.82
Cl -0.39 -1.52 7.29
Cl -3.23 -2.04 7.44
Cl -1.91 -0.59 9.56
Cl -2.29 0.64 6.98
C 3.67 -9.80 6.17
Cl 2.28 -10.69 5.54
Cl 4.84 -9.54 4.88
Cl 3.11 -8.23 6.79
Cl 4.42 -10.71 7.48
C 7.38 6.83 -6.57
Cl 6.20 7.23 -5.31
Cl 8.28 5.38 -6.09
Cl 6.52 6.51 -8.08
Cl 8.49 8.18 -6.79
```

---

Entry 2:
The following is a DFT calculation (the ωB97M-V functional and the def2-TZVPD basis) of C26H23F12MgN5O6PS4 as an isolated structure.

- Expectation value of S²: 0.7572
- Multiplicity: 2
- LUMO level (alpha / beta): -1.71 / -2.53 eV
- Frontier orbital gap (alpha / beta): 7.41 / 6.60 eV

Structure (XYZ):
```
78
C26H23F12MgN5O6PS4 | the Open Molecules 2025 dataset | the ωB97M-V functional and the def2-TZVPD basis
Mg 1.59 -0.48 2.06
F 2.41 3.20 6.02
C 2.45 2.75 4.78
F 3.58 2.07 4.60
F 2.42 3.77 3.93
S 1.00 1.67 4.45
O 1.20 1.24 3.07
O -0.14 2.50 4.70
N 1.14 0.53 5.50
S 1.45 -0.99 5.29
O 1.67 -1.37 3.89
O 0.59 -1.83 6.05
C 3.12 -1.19 6.04
F 3.11 -0.74 7.29
F 3.43 -2.48 6.04
F 4.03 -0.52 5.34
S -0.07 3.95 0.92
C -0.37 2.55 0.05
N 0.27 2.05 -0.97
C -0.06 0.70 -1.44
C -1.55 0.45 -1.38
N -2.12 0.86 -0.09
C -3.29 0.17 0.48
C -4.07 -0.58 -0.56
C -4.96 0.09 -1.40
C -5.65 -0.59 -2.38
C -5.47 -1.96 -2.53
C -4.59 -2.64 -1.70
C -3.90 -1.95 -0.71
C -1.56 1.83 0.59
S -2.03 2.47 2.06
C 1.43 2.71 -1.58
C 1.12 3.11 -2.99
C 1.91 2.65 -4.04
C 1.62 3.03 -5.35
C 0.55 3.86 -5.61
C -0.25 4.32 -4.57
C 0.04 3.95 -3.26
H 0.51 -0.02 -0.85
H 0.26 0.63 -2.48
H -1.74 -0.61 -1.51
H -2.07 0.99 -2.18
H -3.91 0.94 0.94
H -2.92 -0.49 1.27
H -5.11 1.16 -1.27
H -6.34 -0.06 -3.03
H -6.01 -2.50 -3.30
H -4.45 -3.71 -1.81
H -3.21 -2.47 -0.06
H 2.27 2.01 -1.54
H 1.69 3.56 -0.95
H 2.75 2.01 -3.83
H 2.24 2.67 -6.16
H 0.32 4.15 -6.63
H -1.08 4.97 -4.77
H -0.57 4.33 -2.45
O -0.38 -0.70 1.62
N -0.70 -1.76 0.96
N 0.31 -2.44 0.59
O 1.53 -2.06 0.82
C 0.10 -3.64 -0.17
C 1.07 -4.00 -1.08
C 0.87 -5.14 -1.85
C -0.29 -5.89 -1.70
C -1.24 -5.52 -0.76
C -1.05 -4.39 0.01
H 1.97 -3.41 -1.16
H 1.62 -5.44 -2.57
H -0.43 -6.78 -2.30
H -2.13 -6.12 -0.62
H -1.77 -4.11 0.78
F 2.34 0.71 0.52
P 4.05 0.69 0.76
F 3.66 -0.20 2.13
F 3.86 2.02 1.61
F 4.23 1.53 -0.58
F 5.58 0.61 1.08
F 4.07 -0.67 -0.06
```

---

Entry 3:
The following is a DFT calculation (the ωB97M-V functional and the def2-TZVPD basis) of C26H23IrN4O3PS2 as an isolated structure.

- Total charge: +1
- LUMO level: -4.55 eV
- Frontier orbital gap: 6.54 eV

Structure (XYZ):
```
60
C26H23IrN4O3PS2 | the Open Molecules 2025 dataset | the ωB97M-V functional and the def2-TZVPD basis
Ir 1.12 -0.20 -1.61
C -1.96 2.39 -3.09
C -0.81 1.75 -2.39
N -0.48 0.50 -2.57
N -1.20 -0.26 -3.44
C -0.65 -1.43 -3.66
N -1.27 -2.26 -4.50
S 0.86 -2.02 -2.97
C 0.01 2.46 -1.38
C -0.26 3.87 -1.15
C 0.60 4.74 -0.59
C 1.87 4.45 0.02
C 2.28 3.25 0.41
N 0.94 1.73 -0.86
H -2.56 1.62 -3.57
H -1.60 3.08 -3.85
H -2.58 2.94 -2.39
H -2.11 -1.94 -4.97
H -0.89 -3.15 -4.73
H -1.15 4.25 -1.63
H 0.33 5.79 -0.65
H 2.52 5.28 0.27
H 3.20 3.07 0.95
O 1.61 2.06 0.32
S 3.89 -0.36 0.08
O 4.09 1.07 -0.18
O 2.87 -0.98 -0.93
C 2.88 -0.48 1.61
C 3.63 -0.38 2.77
C 3.05 -0.58 4.02
C 1.71 -0.91 4.10
C 0.95 -1.01 2.95
C 1.52 -0.77 1.69
P 0.31 -0.89 0.34
C -1.11 0.14 0.75
C -2.24 0.02 -0.06
C -3.33 0.86 0.13
C -3.29 1.84 1.12
C -2.16 1.97 1.92
C -1.08 1.12 1.74
C -0.20 -2.62 0.38
C 0.76 -3.57 0.04
C 0.46 -4.92 0.12
C -0.81 -5.32 0.54
C -1.76 -4.38 0.88
C -1.46 -3.02 0.80
H 4.69 -0.16 2.70
H 3.65 -0.50 4.91
H 1.25 -1.10 5.06
H -0.10 -1.27 3.03
H -2.28 -0.72 -0.85
H -4.20 0.76 -0.50
H -4.14 2.49 1.27
H -2.13 2.72 2.69
H -0.20 1.24 2.36
H 1.75 -3.25 -0.28
H 1.21 -5.65 -0.13
H -1.04 -6.37 0.60
H -2.74 -4.69 1.22
H -2.21 -2.30 1.10
```

---

Entry 4:
The following is a DFT calculation (the ωB97M-V functional and the def2-TZVPD basis) of C26H23MnN3O2 as an isolated structure.

- Total charge: +1
- Expectation value of S²: 6.0618
- Multiplicity: 5
- LUMO level (alpha / beta): -5.40 / -4.63 eV
- Frontier orbital gap (alpha / beta): 6.06 / 6.81 eV

Structure (XYZ):
```
55
C26H23MnN3O2 | the Open Molecules 2025 dataset | the ωB97M-V functional and the def2-TZVPD basis
Mn 0.37 -0.66 -0.81
C 2.40 -1.35 -3.85
C 2.18 -2.06 -2.54
C 1.66 -3.36 -2.54
C 1.49 -4.07 -1.36
C 0.98 -5.48 -1.37
C 1.83 -3.45 -0.14
C 2.38 -2.18 -0.10
C 2.93 -1.62 1.18
C 2.54 -1.48 -1.32
H 3.05 -1.94 -4.49
H 2.87 -0.37 -3.70
H 1.46 -1.20 -4.38
H 1.39 -3.82 -3.48
H 1.82 -6.17 -1.23
H 0.49 -5.72 -2.31
H 0.28 -5.64 -0.55
H 1.71 -4.01 0.78
H 3.98 -1.88 1.27
H 2.41 -2.02 2.05
H 2.85 -0.53 1.21
H 3.15 -0.58 -1.32
N -4.53 7.12 3.37
C -3.93 6.22 2.98
C -3.18 5.09 2.47
C -1.84 4.95 2.80
C -1.11 3.89 2.28
C -1.74 2.96 1.46
C -3.09 3.09 1.16
C -3.81 4.16 1.66
C -0.95 1.83 0.88
C -1.20 0.56 1.35
C -2.07 0.16 2.40
C -1.92 -1.20 2.57
C -0.98 -1.62 1.62
N -0.52 -0.58 0.91
C 0.03 2.14 -0.08
C 0.39 3.40 -0.57
C 1.44 3.21 -1.47
C 1.69 1.85 -1.52
N 0.85 1.18 -0.69
H -1.36 5.67 3.45
H -0.07 3.78 2.54
H -3.57 2.35 0.52
H -4.86 4.27 1.42
H -2.70 0.83 2.97
H -2.41 -1.83 3.28
H -0.62 -2.62 1.44
H -0.07 4.33 -0.30
H 1.98 3.97 -2.02
H 2.44 1.34 -2.10
O -1.61 -3.60 -0.55
C -1.65 -2.79 -1.44
O -0.78 -1.79 -1.60
H -2.46 -2.75 -2.17
```

---

Entry 5:
The following is a DFT calculation (the ωB97M-V functional and the def2-TZVPD basis) of C26H23N2 as an isolated structure at a distorted geometry.

- Total charge: +1
- LUMO level: -3.70 eV
- Frontier orbital gap: 7.03 eV

Structure (XYZ):
```
51
C26H23N2 | the Open Molecules 2025 dataset | the ωB97M-V functional and the def2-TZVPD basis
C 4.14 3.69 -1.22
N 3.16 2.74 -0.75
C 1.86 3.02 -0.38
C 1.30 1.83 0.19
C -0.09 1.44 0.49
C -1.21 2.02 -0.29
C -1.25 1.88 -1.69
C -2.40 1.32 -2.26
C -3.61 1.38 -1.57
C -3.63 1.97 -0.30
C -2.44 2.32 0.35
C 2.38 0.92 0.39
C 2.43 -0.38 0.89
C 3.49 -1.20 0.53
C 4.54 -0.70 -0.26
C 4.56 0.64 -0.67
C 3.49 1.44 -0.32
H 5.05 3.17 -1.50
H 3.81 4.25 -2.12
H 4.44 4.38 -0.40
H 1.44 4.01 -0.61
H -0.26 1.30 1.55
H -0.37 2.08 -2.29
H -2.33 0.91 -3.26
H -4.50 0.93 -2.00
H -4.60 2.11 0.20
H -2.47 2.78 1.34
H 1.64 -0.74 1.53
H 3.50 -2.24 0.86
H 5.32 -1.40 -0.57
H 5.37 1.02 -1.30
C -1.29 -4.53 -0.59
C -1.08 -3.07 -0.24
C -0.30 -2.29 -1.07
C -0.08 -0.94 -0.76
N -0.53 -0.38 0.36
C -1.49 -1.07 1.12
C -1.73 -2.47 0.88
C -2.58 -3.15 1.79
C -3.14 -2.51 2.90
C -2.96 -1.12 3.08
C -2.17 -0.41 2.17
H -2.18 -4.98 -0.14
H -1.39 -4.63 -1.69
H -0.44 -5.20 -0.32
H 0.17 -2.70 -1.98
H 0.52 -0.30 -1.44
H -2.81 -4.20 1.62
H -3.75 -3.06 3.63
H -3.45 -0.58 3.89
H -2.06 0.68 2.23
```

---

Entry 6:
The following is a DFT calculation (the ωB97M-V functional and the def2-TZVPD basis) of C26H23N5O5RuS2 as an isolated structure.

- Total charge: +1
- Expectation value of S²: 0.7555
- Multiplicity: 2
- LUMO level (alpha / beta): -2.21 / -3.64 eV
- Frontier orbital gap (alpha / beta): 7.74 / 6.30 eV

Structure (XYZ):
```
62
C26H23N5O5RuS2 | the Open Molecules 2025 dataset | the ωB97M-V functional and the def2-TZVPD basis
Ru -1.34 0.30 -0.10
C -1.19 -2.73 -0.10
N -1.04 -1.66 -1.09
C 0.29 -1.61 -1.71
C 1.20 -0.93 -0.73
N 0.70 -0.12 0.17
C 1.76 0.37 0.91
C 1.79 1.27 1.97
C 3.03 1.56 2.51
C 4.20 0.98 2.02
C 4.18 0.08 0.97
C 2.94 -0.20 0.43
N 2.54 -1.04 -0.62
C -2.03 -2.24 1.03
N -1.98 -0.99 1.44
C -2.91 -0.90 2.49
C -3.26 0.16 3.32
C -4.20 -0.09 4.30
C -4.78 -1.35 4.48
C -4.42 -2.42 3.68
C -3.48 -2.16 2.69
N -2.90 -2.99 1.73
H -0.20 -2.97 0.31
H -1.58 -3.65 -0.54
H -1.76 -1.63 -1.81
H 0.21 -1.02 -2.62
H 0.66 -2.60 -1.98
H 0.88 1.72 2.36
H 3.10 2.26 3.34
H 5.15 1.24 2.47
H 5.09 -0.36 0.58
H 3.14 -1.59 -1.20
H -2.81 1.13 3.21
H -4.50 0.72 4.97
H -5.51 -1.50 5.26
H -4.85 -3.40 3.81
H -3.07 -3.97 1.60
O -2.09 -0.03 -2.97
C -1.35 0.96 -2.88
O -0.81 1.35 -1.76
C -1.00 1.76 -4.08
C -1.53 1.40 -5.31
C -1.24 2.11 -6.47
C -0.40 3.19 -6.33
O 0.04 4.04 -7.30
C 0.83 5.03 -6.64
O 0.93 4.66 -5.27
C 0.13 3.56 -5.11
C -0.15 2.88 -3.96
H -2.19 0.54 -5.35
H -1.64 1.83 -7.43
H 0.33 6.00 -6.72
H 1.82 5.06 -7.08
H 0.25 3.17 -3.00
C -5.60 2.87 0.44
O -4.24 3.05 0.89
C -3.36 2.17 0.52
S -3.64 0.79 -0.44
S -1.73 2.31 1.00
H -6.15 3.70 0.86
H -5.98 1.92 0.82
H -5.64 2.89 -0.65
```